# 1
Entry from OMol25: a 12-piece molecular cluster, C31H92N16O12 overall at a distorted geometry (ωB97M-V/def2-TZVPD).

Last column: Mulliken charge in e.
Atoms and positions in Å:
C (-2.630, 1.109, -3.741)  -0.862
O (-2.093, 0.739, -5.033)  -0.387
C (-0.734, 1.127, -5.369)  -0.593
C (-0.437, 0.755, -6.867)  0.649
C (0.203, -0.629, -7.055)  -1.501
N (0.415, 1.781, -7.455)  -0.767
H (-2.748, 2.186, -3.858)  0.570
H (-1.905, 1.022, -2.931)  0.259
H (-3.631, 0.865, -3.387)  0.216
H (-0.652, 2.200, -5.193)  0.397
H (-0.001, 0.639, -4.727)  0.167
H (-1.402, 0.797, -7.371)  0.235
H (0.243, -0.941, -8.099)  0.440
H (-0.207, -1.476, -6.505)  0.218
H (1.248, -0.497, -6.774)  0.432
H (0.410, 1.615, -8.452)  0.265
H (0.047, 2.720, -7.396)  0.244
C (-3.412, -1.644, 0.703)  0.446
O (-4.827, -1.359, 0.536)  -0.566
C (-5.284, -1.165, -0.768)  -0.405
C (-6.757, -0.898, -0.923)  0.190
C (-7.137, -0.831, -2.400)  -1.585
N (-7.162, 0.317, -0.283)  -0.516
H (-3.137, -2.209, -0.188)  -0.379
H (-3.180, -2.055, 1.685)  0.149
H (-2.943, -0.672, 0.549)  0.101
H (-4.744, -0.406, -1.333)  -0.013
H (-4.977, -2.134, -1.163)  0.690
H (-7.291, -1.758, -0.521)  0.375
H (-8.184, -1.119, -2.495)  0.363
H (-6.635, -1.512, -3.087)  0.398
H (-6.909, 0.104, -2.911)  0.374
H (-7.682, 0.066, 0.546)  0.256
H (-7.858, 0.815, -0.819)  0.223
C (-2.040, 3.036, 9.370)  -0.763
O (-1.260, 2.077, 8.647)  -0.346
C (-1.246, 2.325, 7.253)  -0.976
C (-0.504, 1.125, 6.535)  0.787
C (-0.025, 1.560, 5.178)  -1.259
N (-1.397, 0.006, 6.420)  -0.576
H (-2.188, 2.687, 10.392)  0.258
H (-2.969, 3.303, 8.866)  0.316
H (-1.474, 3.966, 9.408)  0.305
H (-2.166, 2.653, 6.768)  0.433
H (-0.611, 3.202, 7.124)  0.384
H (0.418, 0.945, 7.087)  0.066
H (-0.857, 1.709, 4.491)  0.161
H (0.814, 1.017, 4.742)  0.268
H (0.526, 2.488, 5.328)  0.566
H (-1.623, -0.287, 7.360)  0.283
H (-0.790, -0.660, 5.964)  0.170
C (3.676, -4.281, 1.319)  -0.578
O (3.484, -2.847, 1.465)  -0.261
C (4.467, -2.173, 0.616)  -0.197
C (4.417, -0.712, 0.882)  1.923
C (5.195, 0.231, -0.049)  -1.536
N (4.855, -0.424, 2.246)  -0.772
H (2.860, -4.768, 1.852)  0.241
H (4.615, -4.574, 1.788)  0.318
H (3.630, -4.625, 0.285)  0.090
H (5.454, -2.620, 0.732)  0.308
H (4.091, -2.281, -0.401)  -0.261
H (3.367, -0.433, 0.963)  -1.053
H (6.281, 0.282, 0.019)  0.426
H (4.640, 1.167, 0.009)  0.336
H (4.998, -0.099, -1.069)  0.279
H (4.557, -1.112, 2.923)  0.233
H (5.857, -0.544, 2.208)  0.296
C (5.661, -5.596, -1.822)  -0.770
O (4.353, -5.314, -2.158)  -0.345
C (4.358, -4.166, -3.015)  -0.617
C (2.883, -3.662, -3.385)  0.328
C (2.628, -2.385, -4.284)  -1.299
N (1.990, -3.476, -2.227)  -0.026
H (6.330, -5.770, -2.664)  0.375
H (5.647, -6.576, -1.346)  0.280
H (6.164, -4.881, -1.170)  0.244
H (4.898, -3.323, -2.583)  0.282
H (4.854, -4.301, -3.976)  0.494
H (2.459, -4.476, -3.973)  0.352
H (1.570, -2.123, -4.304)  0.161
H (2.986, -2.475, -5.309)  0.458
H (3.112, -1.572, -3.744)  0.230
H (1.802, -4.405, -1.878)  0.187
H (1.121, -3.042, -2.502)  -0.263
C (3.679, 8.333, 0.106)  -0.733
O (4.110, 7.022, 0.212)  -0.310
C (3.344, 6.116, -0.671)  -0.890
C (3.650, 4.538, -0.643)  0.573
C (5.143, 4.259, -0.969)  -1.107
N (2.840, 3.710, -1.577)  -0.683
H (3.714, 8.690, -0.923)  0.320
H (4.388, 8.985, 0.616)  0.258
H (2.680, 8.488, 0.514)  0.294
H (2.286, 6.289, -0.474)  0.384
H (3.428, 6.375, -1.727)  0.334
H (3.443, 4.308, 0.402)  0.235
H (5.728, 4.517, -0.086)  0.340
H (5.550, 4.621, -1.913)  0.345
H (5.215, 3.178, -1.087)  0.214
H (3.325, 2.869, -1.857)  0.310
H (2.183, 3.396, -0.877)  0.172
N (-4.143, 1.736, 0.543)  -0.176
C (-4.295, 2.734, -0.281)  0.564
N (-5.173, 2.479, -1.183)  -0.207
O (-3.702, 3.818, -0.097)  -0.860
H (-4.760, 0.942, 0.641)  0.283
H (-3.641, 1.888, 1.405)  0.064
H (-5.603, 3.122, -1.831)  0.226
H (-5.599, 1.572, -1.057)  -0.045
N (-1.793, -2.358, -2.925)  0.181
C (-2.169, -3.529, -2.534)  0.681
N (-2.832, -4.162, -3.490)  -0.507
O (-1.796, -4.147, -1.564)  -0.679
H (-2.222, -2.059, -3.789)  0.117
H (-1.236, -1.798, -2.296)  -0.319
H (-3.007, -5.134, -3.279)  0.274
H (-2.898, -3.642, -4.353)  0.098
N (-0.477, -5.646, 0.267)  -0.200
C (-0.623, -5.132, 1.438)  0.629
N (-1.103, -3.930, 1.353)  0.088
O (-0.361, -5.827, 2.408)  -0.800
H (-0.300, -6.634, 0.155)  0.205
H (-0.752, -5.093, -0.533)  0.231
H (-1.015, -3.522, 0.433)  -0.100
H (-1.239, -3.373, 2.184)  0.050
N (0.070, -2.367, 4.669)  -0.292
C (0.024, -1.657, 3.619)  0.722
N (1.180, -1.306, 3.194)  0.304
O (-0.976, -1.320, 3.048)  -0.665
H (1.011, -2.566, 4.975)  0.108
H (-0.759, -2.779, 5.071)  0.298
H (1.968, -1.744, 3.649)  -0.005
H (1.210, -0.996, 2.234)  -0.549
N (-3.334, 4.332, 2.617)  -0.255
C (-2.241, 4.281, 3.359)  0.456
N (-1.152, 4.049, 2.706)  -0.246
O (-2.249, 4.597, 4.517)  -0.714
H (-3.207, 4.417, 1.619)  0.278
H (-4.109, 4.712, 3.141)  0.181
H (-0.275, 4.204, 3.181)  0.263
H (-1.046, 3.411, 1.931)  0.103
C (-0.047, -0.567, -0.280)  0.911
C (0.175, 0.873, 0.367)  -0.751
O (-0.795, 1.063, 1.362)  -0.132
H (-0.821, -0.577, -1.047)  -0.819
H (-0.175, -1.402, 0.409)  -0.122
H (0.924, -0.824, -0.704)  0.528
H (0.346, 1.586, -0.439)  0.491
H (1.140, 0.909, 0.872)  0.113
H (-0.707, 0.326, 1.971)  -0.084

Its structure (SMILES) is COC[C@H](C)N.COC[C@H](C)N.COC[C@H](C)N.COC[C@H](C)N.COC[C@H](C)N.COC[C@H](C)N.NC(N)=O.NC(N)=O.NC(N)=O.NC(N)=O.NC(N)=O.CCO. The net charge is 0. The calculation puts the orbital gap at 8.7 eV. As for the electronic energy: -3015.17900 Eh. The max |F| is 5.809 eV/Å. Its energy above the lowest of the compared OMol25 structures with the same formula, charge and spin is 0.00 kcal per mole.

# 2
Entry from OMol25: C31H97B2CoNO25 as an isolated structure at a distorted geometry (ωB97M-V/def2-TZVPD).

Last column: Löwdin spin population.
Atoms and positions in Å:
Co (-0.190, 0.064, -1.125)  2.777
B (1.934, 0.112, -0.824)  0.026
H (1.570, -0.470, 0.008)  0.012
H (1.535, 1.114, -0.802)  0.004
H (3.013, 0.124, -0.860)  0.008
H (1.658, -0.335, -1.767)  0.004
B (-2.316, -0.468, -0.701)  0.020
H (-3.255, -0.926, -0.432)  0.006
H (-2.345, 0.602, -0.570)  0.002
H (-1.558, -0.898, -0.065)  0.008
H (-2.067, -0.689, -1.728)  0.003
C (-1.604, -1.353, 2.974)  0.000
C (-1.239, -0.340, 4.064)  0.000
O (-0.380, 0.708, 3.527)  0.001
O (-2.761, -0.960, 2.164)  0.002
H (-1.950, -2.270, 3.451)  0.000
H (-0.761, -1.593, 2.325)  0.000
H (-0.703, -0.925, 4.812)  0.000
H (-2.124, 0.122, 4.502)  0.000
H (-0.097, 1.258, 4.261)  0.000
H (-2.504, -1.038, 1.242)  0.001
C (4.522, -1.810, -3.607)  0.000
C (4.725, -0.288, -3.226)  0.000
O (3.521, 0.412, -3.388)  0.001
O (5.773, -2.523, -3.697)  0.000
H (3.904, -1.964, -4.491)  0.000
H (3.972, -2.284, -2.794)  0.000
H (5.531, 0.133, -3.827)  0.000
H (5.145, -0.393, -2.226)  0.000
H (3.017, 0.046, -2.658)  0.000
H (5.653, -3.223, -4.343)  0.000
C (-3.641, 5.119, -3.975)  0.000
C (-3.814, 3.947, -2.967)  0.000
O (-4.107, 2.734, -3.522)  0.000
O (-2.474, 4.948, -4.763)  0.000
H (-3.507, 6.049, -3.422)  0.000
H (-4.470, 5.315, -4.655)  0.000
H (-4.655, 4.196, -2.320)  0.000
H (-2.863, 3.777, -2.463)  0.000
H (-4.448, 2.184, -2.813)  0.000
H (-2.649, 4.348, -5.492)  0.000
C (-1.140, 2.051, -5.912)  0.000
C (-2.209, 2.215, -7.077)  0.000
O (-3.175, 3.242, -6.858)  0.000
O (-1.682, 1.634, -4.683)  0.000
H (-0.495, 2.900, -5.688)  0.000
H (-0.410, 1.290, -6.189)  0.000
H (-2.789, 1.292, -7.064)  0.000
H (-1.734, 2.348, -8.049)  0.000
H (-3.977, 2.905, -7.264)  0.000
H (-2.518, 2.104, -4.679)  0.000
C (0.338, -5.041, 3.254)  0.000
C (1.255, -3.817, 2.972)  0.000
O (1.558, -3.128, 4.148)  0.000
O (-0.842, -4.642, 3.911)  0.000
H (0.816, -5.840, 3.821)  0.000
H (0.131, -5.499, 2.287)  0.000
H (0.746, -3.088, 2.341)  0.000
H (2.154, -4.084, 2.417)  0.000
H (2.029, -2.326, 3.910)  0.000
H (-0.696, -4.613, 4.859)  0.000
C (-4.320, 2.361, 2.225)  0.000
C (-5.110, 3.343, 1.439)  0.000
O (-4.627, 3.395, 0.116)  0.000
O (-4.652, 1.021, 1.849)  0.000
H (-4.639, 2.378, 3.267)  0.000
H (-3.239, 2.468, 2.128)  0.000
H (-4.875, 4.322, 1.856)  0.000
H (-6.171, 3.091, 1.442)  0.000
H (-4.673, 2.469, -0.135)  0.000
H (-3.934, 0.420, 2.059)  0.000
C (-0.628, -1.418, -3.695)  0.001
C (0.033, -2.491, -2.824)  0.001
O (-0.033, -2.195, -1.413)  0.025
O (-0.282, -0.127, -3.326)  0.028
H (-1.702, -1.592, -3.744)  0.000
H (-0.266, -1.649, -4.697)  0.001
H (1.088, -2.605, -3.073)  0.000
H (-0.385, -3.482, -3.001)  0.000
H (0.156, -3.043, -1.006)  0.001
H (-0.738, 0.447, -3.946)  0.001
C (5.193, 1.956, 0.243)  0.000
C (6.283, 3.093, 0.410)  0.000
O (7.508, 2.649, -0.166)  0.000
O (3.831, 2.303, 0.520)  0.000
H (5.516, 1.111, 0.851)  0.000
H (5.201, 1.547, -0.767)  0.000
H (6.355, 3.321, 1.474)  0.000
H (5.959, 4.002, -0.098)  0.000
H (8.263, 3.086, 0.235)  0.000
H (3.239, 1.884, -0.109)  0.000
C (-5.777, -0.182, -1.620)  0.000
C (-5.237, -1.120, -2.761)  0.000
O (-4.409, -2.076, -2.212)  0.001
O (-4.968, 0.887, -1.403)  0.001
H (-5.847, -0.653, -0.640)  0.000
H (-6.811, 0.067, -1.858)  0.000
H (-4.843, -0.589, -3.628)  0.000
H (-6.088, -1.696, -3.125)  0.000
H (-3.807, -1.559, -1.673)  0.000
H (-4.189, 0.568, -0.941)  0.000
C (-1.511, -4.530, 0.333)  0.000
C (-2.325, -5.782, 0.214)  0.000
O (-2.123, -6.727, 1.233)  0.000
O (-0.107, -4.687, -0.078)  0.001
H (-1.680, -3.937, 1.232)  0.000
H (-2.012, -3.915, -0.414)  0.000
H (-2.024, -6.320, -0.685)  0.000
H (-3.384, -5.543, 0.115)  0.000
H (-1.283, -7.149, 1.039)  0.000
H (0.344, -5.442, 0.308)  0.000
C (-0.820, 3.012, -0.382)  0.001
C (-0.180, 2.384, 0.864)  0.001
O (-0.204, 0.934, 0.887)  0.027
O (-0.455, 2.225, -1.500)  0.027
H (-0.420, 4.007, -0.580)  0.000
H (-1.892, 3.074, -0.198)  0.000
H (-0.700, 2.738, 1.755)  0.000
H (0.845, 2.735, 0.984)  0.000
H (-0.197, 0.719, 1.822)  0.001
H (-0.292, 2.839, -2.219)  0.001
C (2.920, -6.274, 6.734)  0.000
O (2.388, -4.952, 6.913)  0.000
C (3.317, -4.247, 7.750)  0.000
C (2.794, -2.728, 7.781)  0.000
N (3.127, -2.032, 6.533)  0.000
C (2.526, -0.679, 6.335)  0.000
C (3.029, -0.051, 5.010)  0.000
O (2.902, -0.904, 3.905)  0.000
C (2.984, -0.232, 2.622)  0.001
H (3.848, -6.190, 6.168)  0.000
H (2.333, -6.845, 6.014)  0.000
H (3.028, -6.811, 7.676)  0.000
H (4.329, -4.290, 7.347)  0.000
H (3.358, -4.563, 8.792)  0.000
H (3.267, -2.149, 8.574)  0.000
H (1.729, -2.826, 7.992)  0.000
H (2.613, -2.576, 5.855)  0.000
H (2.800, 0.013, 7.133)  0.000
H (1.447, -0.799, 6.241)  0.000
H (4.108, 0.099, 5.036)  0.000
H (2.368, 0.774, 4.745)  0.000
H (2.886, -0.939, 1.799)  0.001
H (3.949, 0.232, 2.420)  0.000
H (2.255, 0.571, 2.503)  0.000
C (0.956, 6.284, -3.235)  0.000
C (0.948, 4.802, -3.641)  0.000
C (2.012, 3.928, -2.915)  0.000
O (-0.330, 4.265, -3.298)  0.001
H (1.888, 6.823, -3.404)  0.000
H (0.773, 6.422, -2.170)  0.000
H (0.186, 6.783, -3.824)  0.000
H (1.091, 4.643, -4.710)  0.000
H (3.053, 4.215, -3.063)  0.000
H (2.086, 2.910, -3.298)  0.000
H (1.790, 3.785, -1.858)  0.000
H (-1.064, 4.726, -3.711)  0.000

The net charge is 0. The calculation puts the orbital gap (spin up / spin down) at 9.2 / 9.2 eV. As for the electronic energy: -4607.09360 Eh. The max |F| is 4.083 eV/Å. The spin multiplicity is 4.